# 1
The following is a DFT calculation (ωB97M-V with the def2-TZVPD basis set) of a structure of composition C23H25N4O4Tl.

- net charge = +2
- LUMO energy (spin up / spin down) (Eh) = -0.2845 / -0.2846
- F_max (eV Å⁻¹) = 1.08
- frontier orbital gap (spin up / spin down) (eV) = 5.7 / 5.6

CARTESIAN COORDINATES (ANGSTROEM)
H -2.57 2.45 -0.24
C -3.81 -4.19 1.19
H 2.61 4.27 -0.09
H -1.07 2.10 -1.11
H 1.15 2.36 -2.67
C 1.13 1.43 -3.22
H 6.39 0.30 -1.16
H 1.54 -0.84 -4.19
C 4.42 0.32 -1.93
C 1.44 4.99 1.54
N -1.94 -2.72 1.41
O -4.02 -3.25 -1.39
H -2.35 0.25 1.79
C -1.74 1.74 -0.34
H 3.57 2.47 1.18
H 2.98 -1.35 -3.31
C 2.49 -0.50 -3.77
C -2.57 -4.11 3.24
C -1.91 1.22 2.03
H 0.13 5.40 3.18
H 3.11 -0.13 -4.59
H -4.61 -4.58 0.59
C -3.61 -4.64 2.49
C -0.62 -2.44 3.37
C 3.10 0.82 -1.82
C -0.14 2.66 1.20
C 0.39 4.70 2.41
N -1.03 1.61 0.94
Tl 0.02 -1.01 0.22
H -4.12 -2.86 -2.27
C 3.82 1.94 0.27
C 2.77 1.64 -0.66
H 1.25 1.63 -4.28
H 0.15 0.97 -3.07
C 1.81 4.06 0.60
C 5.38 0.66 -1.02
N 2.21 0.54 -2.79
H -2.74 1.93 2.18
H -1.35 1.12 2.96
C -3.09 -2.65 -0.68
H -2.42 -4.46 4.25
H -1.22 3.40 2.90
C 5.08 1.47 0.10
C -1.76 -3.14 2.66
H -4.26 -5.39 2.92
H 1.95 5.94 1.60
O -2.41 -1.73 -1.09
H 5.85 1.69 0.83
O -0.37 -2.73 4.63
C -2.94 -3.23 0.70
N 1.49 1.89 -0.41
C 1.09 2.85 0.44
H 4.71 -0.27 -2.79
C -0.37 3.55 2.24
H -2.16 0.77 -0.63
H -0.96 -3.39 5.01
O 0.05 -1.61 2.80

# 2
The following is a DFT calculation (ωB97M-V with the def2-TZVPD basis set) of a cluster of 2 separate species, C5H14 in total.

- structure (SMILES) = CCC.CC
- energy above the lowest of the compared OMol25 structures with the same formula, charge and spin (eV) = 0.334
- LUMO energy (Eh) = 0.0429
- F_max (eV Å⁻¹) = 1.33
- frontier orbital gap (eV) = 12.4

CARTESIAN COORDINATES (ANGSTROEM)
C -0.68 0.88 2.20
H 0.97 -0.97 -2.23
H -1.53 0.30 1.88
H 1.38 0.73 1.65
H -0.61 -1.27 -2.98
H 1.46 -1.31 0.64
H -0.71 1.46 -2.67
H 0.50 -0.24 -3.77
C 0.14 -0.52 -2.77
H -0.26 -0.93 0.29
C -0.41 0.67 -1.98
H 0.37 1.09 -1.36
H 0.16 -2.02 1.62
H -0.66 1.81 1.63
H 0.98 -0.25 3.01
C 0.61 0.05 2.02
H -1.33 0.44 -1.44
H -0.87 1.22 3.22
C 0.47 -1.13 1.06

no.,E_tot (Ha)
1,-1583.41397
2,-198.87690